(1)
Molecular formula: C52H66AsN2O3PPdS
Method: DFT, ωB97M-V/def2-TZVPD

For the HOMO-LUMO gap, the calculation gives 6.34 eV. Its highest occupied orbital energy is -12.9 eV. Its net charge is +2. The relative energy (zero: lowest compared OMol25 entry of this formula, charge and spin) is 0.0000 eV.

Cartesian coordinates (Å):
Pd1 -0.28551 -0.70750 0.16236
C1 -2.16770 1.42394 4.05646
C2 -1.11560 0.95902 3.09457
O1 -1.37286 0.17316 2.19963
C3 0.24172 1.52743 3.35419
C4 1.42352 1.33812 2.76008
C5 2.67889 1.94232 3.29066
N1 1.54461 0.47398 1.57490
N2 2.73202 0.44577 1.21240
C6 2.96488 -0.55749 0.13539
O2 2.13232 -1.40799 -0.08879
C7 4.28457 -0.47304 -0.48673
C8 4.68879 -1.53456 -1.30464
C9 5.91757 -1.48786 -1.93262
C10 6.73990 -0.37733 -1.75527
C11 6.34444 0.67614 -0.94351
C12 5.11975 0.62699 -0.29558
H1 -3.07234 0.83143 3.94189
H2 -2.39545 2.47409 3.85401
H3 -1.80631 1.37685 5.08365
H4 0.26337 2.16767 4.22894
H5 2.44564 2.55605 4.15608
H6 3.18145 2.55328 2.54223
H7 3.37962 1.15894 3.58426
H8 4.03483 -2.38821 -1.42763
H9 6.24455 -2.31078 -2.55316
H10 7.70362 -0.34212 -2.24579
H11 6.99587 1.52707 -0.80487
H12 4.81792 1.43325 0.35746
C13 -6.15275 -1.10458 1.63578
C14 -5.25859 -2.34901 1.61884
C15 -3.83134 -2.02645 1.14706
C16 -3.85567 -0.83133 0.19212
C17 -4.24993 0.43542 0.97591
C18 -5.33924 0.12464 2.02199
P1 -2.34766 -0.69253 -0.82515
C19 -2.30677 0.93577 -1.64681
C20 -3.65882 1.34274 -2.29274
C21 -3.80154 2.86674 -2.35582
C22 -2.46417 3.50003 -2.71617
C23 -1.45622 3.31497 -1.57181
C24 -1.73617 2.04666 -0.75011
C25 -2.44236 -1.93338 -2.17602
C26 -3.85483 -2.13435 -2.79798
C27 -4.41783 -3.50519 -2.43702
C28 -3.54673 -4.61121 -3.03486
C29 -2.04121 -4.32152 -2.86323
C30 -1.79069 -3.26525 -1.79379
H13 -6.98111 -1.24797 2.32904
H14 -6.60860 -0.94519 0.65413
H15 -5.69733 -3.11519 0.97610
H16 -5.20552 -2.78155 2.62010
H17 -3.38588 -2.91327 0.69203
H18 -3.19047 -1.76091 1.98780
H19 -4.62148 -1.02459 -0.56425
H20 -4.61482 1.20305 0.29077
H21 -3.37078 0.84451 1.46671
H22 -5.98602 0.99487 2.13529
H23 -4.88856 -0.05076 3.00392
H24 -1.57608 0.76422 -2.44040
H25 -4.51292 0.91305 -1.76988
H26 -3.68983 0.93941 -3.30751
H27 -4.14709 3.25656 -1.39400
H28 -4.56914 3.12395 -3.08544
H29 -2.57922 4.55848 -2.94503
H30 -2.09102 3.02860 -3.63073
H31 -1.49498 4.17897 -0.90607
H32 -0.44006 3.27593 -1.97024
H33 -2.43502 2.26181 0.05864
H34 -0.80576 1.71203 -0.26901
H35 -1.79437 -1.48328 -2.93504
H36 -3.76389 -2.06004 -3.88488
H37 -4.54958 -1.34581 -2.51841
H38 -5.44074 -3.60075 -2.80153
H39 -4.47164 -3.60079 -1.34801
H40 -3.78048 -4.69532 -4.09794
H41 -3.80523 -5.57211 -2.58905
H42 -1.61353 -3.97829 -3.81117
H43 -1.50077 -5.23076 -2.59687
H44 -0.71994 -3.10301 -1.65381
H45 -2.17090 -3.63360 -0.83615
C31 3.57534 -2.25245 4.26847
C32 2.32403 -1.74815 4.59706
C33 1.24523 -1.97311 3.75374
C34 1.41761 -2.70898 2.58537
C35 2.66843 -3.21869 2.25867
C36 3.74567 -2.98868 3.10396
As1 -0.09148 -2.90372 1.40293
C37 0.16768 -4.52819 0.43159
C38 1.07126 -4.77262 -0.59073
C39 1.08149 -6.02421 -1.19009
C40 0.18163 -7.00096 -0.77539
C41 -0.73213 -6.74370 0.23593
C42 -0.74342 -5.49801 0.85613
C43 -1.63718 -5.08517 1.96559
C44 -2.60563 -5.88829 2.55947
C45 -3.34661 -5.39835 3.62363
C46 -3.13301 -4.11045 4.10372
C47 -2.18308 -3.29468 3.50736
C48 -1.44485 -3.78366 2.44207
H46 4.41516 -2.08574 4.92959
H47 2.18690 -1.19287 5.51582
H48 0.26944 -1.58243 4.01880
H49 2.80844 -3.80394 1.35846
H50 4.71782 -3.39502 2.85845
H51 1.75329 -3.99855 -0.92560
H52 1.78750 -6.24290 -1.97992
H53 0.19442 -7.97495 -1.24521
H54 -1.42079 -7.51886 0.54381
H55 -2.77426 -6.89782 2.20996
H56 -4.09099 -6.02884 4.08981
H57 -3.70973 -3.74685 4.94347
H58 -2.03692 -2.28426 3.87117
O3 0.28754 -0.37057 -2.07301
S1 1.32570 -1.06964 -2.94878
C49 2.50106 0.21952 -3.45500
C50 2.04590 0.75205 -4.80916
C51 1.51817 -0.46642 -5.56150
C52 0.56372 -1.15616 -4.59196
H59 3.48369 -0.24927 -3.50609
H60 2.50171 0.94461 -2.64099
H61 2.86810 1.23860 -5.33173
H62 1.25242 1.49021 -4.67829
H63 2.34142 -1.13315 -5.82539
H64 1.00367 -0.20662 -6.48527
H65 0.33954 -2.19541 -4.82260
H66 -0.36840 -0.59483 -4.48591

---

(2)
Molecular formula: C52H68As2Cl3F3N2O4SSr
Method: DFT, ωB97M-V/def2-TZVPD

For the HOMO-LUMO gap (alpha / beta), the calculation gives 5.52 / 5.71 eV. Its highest occupied orbital energy (alpha / beta) is -2.3 / -2.4 eV. Its net charge is -2. The relative energy (zero: lowest compared OMol25 entry of this formula, charge and spin) is 0.6795 eV.

Cartesian coordinates (Å):
Sr1 -0.60033 -0.77912 -1.69588
C1 -2.33572 2.72186 5.51841
C2 -2.56744 3.18970 4.07519
C3 -4.00493 3.71302 3.93041
C4 -1.62075 4.35963 3.78547
C5 -2.35715 2.01789 3.12545
C6 -1.38625 2.00787 2.16229
C7 -1.29182 0.96218 1.21573
N1 -0.49792 0.99655 0.15728
C8 0.57107 1.77838 0.00882
C9 1.43990 2.19762 1.03380
C10 2.52123 3.00119 0.76506
C11 2.63263 3.53809 -0.53827
C12 1.82799 3.16505 -1.58438
C13 0.85877 2.10965 -1.37872
O1 0.23955 1.52574 -2.29898
C14 1.89813 3.81036 -2.96221
C15 0.50799 4.39038 -3.26541
C16 2.24924 2.76621 -4.02823
C17 2.93257 4.94050 -3.04371
C18 3.54113 3.28350 1.86280
C19 4.11646 1.94290 2.34313
C20 4.70904 4.15725 1.39372
C21 2.84340 4.00177 3.02578
C22 -2.22840 -0.16007 1.26484
O2 -2.09012 -1.10310 0.45492
C23 -3.24713 -0.11463 2.29145
C24 -3.25174 0.92538 3.18298
C25 -4.40418 -1.10723 2.24386
C26 -5.28349 -0.65804 1.06863
C27 -3.94447 -2.55105 2.01310
C28 -5.24767 -1.09558 3.52679
H1 -2.52705 3.53692 6.21665
H2 -1.30718 2.38964 5.64183
H3 -2.99102 1.89017 5.76568
H4 -4.13232 4.63433 4.49917
H5 -4.73078 2.98839 4.28989
H6 -4.21868 3.91735 2.88414
H7 -1.79157 5.15238 4.51485
H8 -1.80647 4.75983 2.79174
H9 -0.57957 4.05385 3.85109
H10 -0.73487 2.85329 2.00996
H11 1.28093 1.76877 2.01435
H12 3.40819 4.26495 -0.71622
H13 -0.22833 3.59096 -3.26474
H14 0.50199 4.87690 -4.23955
H15 0.22976 5.12452 -2.51062
H16 1.60046 1.90145 -3.92144
H17 3.28147 2.44365 -3.91473
H18 2.12345 3.18932 -5.02410
H19 2.71170 5.73715 -2.33570
H20 2.91888 5.36514 -4.04650
H21 3.93404 4.55904 -2.85272
H22 4.55030 1.41028 1.49915
H23 3.34173 1.31049 2.76612
H24 4.89036 2.08975 3.09845
H25 5.23735 3.68655 0.56824
H26 5.41699 4.29287 2.21198
H27 4.36184 5.14048 1.08215
H28 2.01995 3.40577 3.40570
H29 2.44350 4.95585 2.68832
H30 3.53970 4.18399 3.84352
H31 -4.01211 0.94924 3.94792
H32 -4.69995 -0.65669 0.15353
H33 -5.63920 0.35682 1.23439
H34 -6.13964 -1.32056 0.94447
H35 -3.44333 -2.64279 1.05401
H36 -4.80257 -3.22400 2.03321
H37 -3.24195 -2.85747 2.78883
H38 -5.74566 -0.13953 3.66775
H39 -4.63046 -1.30570 4.39833
H40 -6.01865 -1.86177 3.46070
C29 -0.62567 -4.54701 2.83545
As1 -0.29935 -3.18871 1.38094
C30 0.33637 -1.78858 2.60520
C31 1.42872 -3.94029 0.86438
C32 2.45282 -4.17392 1.76762
C33 3.65242 -4.73586 1.36413
C34 3.83318 -5.06564 0.03318
C35 2.81841 -4.82437 -0.87848
C36 1.61299 -4.26955 -0.47921
As2 0.13482 -3.90006 -1.69070
C37 0.85900 -4.61945 -3.36935
C38 -0.81582 -5.60479 -1.24033
H41 0.28873 -4.77294 3.38215
H42 -1.00943 -5.47412 2.40628
H43 -1.36766 -4.16971 3.54039
H44 0.91438 -2.19970 3.43466
H45 -0.51829 -1.24038 3.00568
H46 0.95045 -1.09716 2.02969
H47 2.32904 -3.91593 2.81552
H48 4.44764 -4.90621 2.08364
H49 4.77017 -5.50276 -0.29603
H50 2.98309 -5.06496 -1.92231
H51 1.24018 -5.63878 -3.26073
H52 1.64089 -3.96184 -3.74650
H53 0.05556 -4.62366 -4.11158
H54 -0.11996 -6.44516 -1.20493
H55 -1.58023 -5.81870 -1.99145
H56 -1.30389 -5.50573 -0.26704
F1 -7.30072 -0.03302 -3.39345
C39 -6.08777 0.46673 -3.01064
F2 -5.77741 1.33934 -3.98768
F3 -6.37922 1.20581 -1.92380
C40 -5.07731 -0.60667 -2.79562
C41 -5.42495 -1.92663 -2.99268
C42 -4.47284 -2.92263 -2.82328
C43 -3.18397 -2.52176 -2.49943
N2 -2.83826 -1.27819 -2.30508
C44 -3.74369 -0.28412 -2.39708
S1 -3.25892 1.27370 -2.01321
H57 -6.43492 -2.18286 -3.28085
H58 -4.72727 -3.96353 -2.95434
H59 -2.38456 -3.25227 -2.39729
C45 4.60974 -1.91868 -2.38691
C46 4.25137 -0.99090 -1.21853
C47 5.07818 -1.37302 0.01517
C48 4.53887 0.46097 -1.62723
C49 2.81021 -1.10461 -0.95146
C50 1.61188 -1.16832 -0.77990
H60 5.65547 -1.78653 -2.67345
H61 3.97226 -1.69715 -3.24084
H62 4.45576 -2.95834 -2.10377
H63 6.14361 -1.23068 -0.18003
H64 4.91005 -2.41687 0.27423
H65 4.79401 -0.76260 0.87072
H66 5.60762 0.60832 -1.79904
H67 4.20295 1.15797 -0.86200
H68 3.98962 0.68616 -2.53866
Cl1 -1.14601 0.66384 -4.86257
C51 -0.19114 -0.55378 -5.66947
Cl2 -1.27027 -1.62284 -6.58770
Cl3 0.92051 0.20114 -6.80370
C52 0.57423 -1.52025 -4.65257
O3 1.67385 -1.88250 -5.01987
O4 -0.11033 -1.81468 -3.67219

---

Q: Which of these has the highest relative energy (zero: lowest compared OMol25 entry of this formula, charge and spin)?
A: C52H68As2Cl3F3N2O4SSr

---

Q: What is the formula in the first record?
A: C52H66AsN2O3PPdS